{
  "formula": "C22H88N44O22",
  "method": "ωB97M-V/def2-TZVPD",
  "multiplicity": 1,
  "lumo_energy_ev": -1.2728,
  "species": ["H", "C", "H", "N", "H", "N", "H", "N", "H", "N", "O", "N", "O", "N", "H", "H", "N", "H", "C", "H", "H", "H", "N", "H", "C", "O", "N", "H", "H", "C", "H", "H", "H", "H", "H", "N", "H", "N", "C", "H", "H", "O", "H", "N", "H", "H", "N", "N", "H", "N", "N", "O", "C", "H", "O", "H", "H", "N", "N", "N", "O", "N", "N", "H", "H", "H", "O", "N", "N", "H", "N", "H", "H", "H", "N", "O", "H", "N", "H", "N", "N", "N", "H", "C", "N", "H", "H", "O", "H", "C", "H", "C", "H", "O", "H", "H", "H", "H", "H", "C", "N", "H", "H", "H", "H", "H", "O", "O", "N", "H", "H", "H", "N", "C", "N", "H", "H", "H", "C", "C", "C", "H", "H", "O", "H", "H", "H", "O", "H", "C", "H", "H", "N", "H", "H", "O", "C", "N", "H", "H", "H", "C", "C", "H", "C", "H", "N", "H", "H", "H", "O", "N", "N", "H", "C", "N", "H", "H", "H", "N", "H", "N", "H", "O", "C", "C", "O", "O", "N", "N", "H", "O", "H", "H", "O", "H"],
  "xyz": [[-1.60842, 22.93587, 0.43503], [1.60705, 17.82145, 8.93973], [-4.03419, 28.87304, 2.36919], [-2.90860, 16.33965, 7.96674], [-2.48756, 16.12445, 7.07426], [2.90105, 17.51904, 9.12280], [-3.85315, 21.57897, 8.37127], [-4.61949, 21.10004, 7.92022], [-3.13626, 21.57572, 11.02054], [-3.69155, 27.92319, 2.39085], [-7.97539, 28.16484, 6.12625], [-10.17657, 23.61094, 5.95716], [-4.92579, 22.92778, 6.79314], [0.71365, 17.05749, 9.48919], [-4.63560, 20.10565, 8.09638], [-5.90810, 29.26090, 4.19110], [2.52888, 21.15523, 8.54097], [-3.54373, 21.98407, -1.51425], [-2.57224, 17.51448, 8.49185], [-2.25919, 21.77897, -0.34938], [-2.15097, 18.10514, 6.60534], [-0.45811, 20.39827, 3.26888], [5.74366, 18.13936, 4.89070], [3.40550, 21.56783, 14.29091], [3.68166, 24.93222, 5.17318], [-8.95749, 23.03125, 4.16686], [-1.96696, 22.49780, 6.42220], [-5.23282, 23.22475, 4.99872], [-3.13794, 18.81020, 4.52863], [-2.50802, 25.53698, 7.00258], [5.39552, 19.04669, 4.61563], [-2.34835, 25.04905, 9.01888], [-0.22549, 17.13618, 9.12597], [-2.79606, 22.99455, 6.71534], [1.24212, 22.41603, 1.42600], [-0.01448, 25.04306, 4.38726], [-8.38077, 24.70175, 6.60440], [-6.84199, 29.01269, 4.48495], [-5.92637, 22.82263, 3.20483], [-5.30255, 21.85505, 11.16377], [-5.96632, 26.81991, 6.63661], [-5.78735, 19.94536, 12.01578], [-7.67825, 29.48498, 4.17236], [-8.14467, 24.07652, 5.84714], [-5.09178, 23.98656, 1.84966], [-0.41902, 22.34016, 11.09215], [-2.84688, 25.00038, 8.14184], [4.90968, 24.62456, 5.71063], [0.13345, 19.28164, 9.90883], [-2.04774, 18.25054, 7.59948], [-0.07181, 20.18297, 10.31575], [3.49683, 25.83385, 4.37495], [1.60549, 18.23392, 3.72885], [3.12618, 16.75371, 9.74224], [-0.40811, 26.91927, 3.29399], [1.10416, 16.19585, 9.84300], [-1.33710, 22.68149, 5.65432], [-2.96885, 22.35923, -0.77340], [2.70747, 24.47890, 5.77959], [2.70925, 17.72303, 3.28005], [-3.63227, 25.76798, 3.03601], [-5.36390, 23.58808, 4.06549], [-2.35997, 19.32368, 4.13978], [0.51063, 24.21290, 2.54313], [4.43281, 20.61390, 13.33444], [-2.79138, 27.86664, 2.84538], [0.57599, 18.63756, 3.15869], [0.09788, 21.61537, 6.68362], [-3.15932, 22.54656, 10.74300], [-0.61346, 24.45424, 7.71694], [-4.93017, 19.13692, 10.21540], [0.34829, 25.58063, 1.38782], [2.27882, 20.18332, 8.42717], [3.62331, 17.92590, 8.54583], [-5.90806, 27.54895, 5.94005], [-3.96665, 24.39512, -0.66757], [-0.27294, 25.35418, 5.31273], [3.85368, 21.43915, 13.39499], [-3.56779, 19.95035, 12.77529], [1.57193, 24.17852, 9.73069], [4.09771, 21.39409, 11.24467], [-2.06111, 23.83121, 0.31864], [0.77209, 20.95947, 7.05149], [-2.50243, 20.25684, 3.25652], [1.69382, 18.00014, 5.01845], [-3.26051, 25.61399, 5.24286], [-10.97078, 23.03054, 5.72814], [-3.56761, 20.52533, 2.76371], [-5.97727, 25.84838, 2.72877], [3.59651, 22.08170, 12.26424], [4.09087, 19.90136, 7.38401], [5.06920, 17.62312, 5.88522], [0.23770, 22.02428, 5.77074], [-3.85613, 24.62844, 11.14471], [3.46265, 17.42114, 3.88118], [6.56172, 16.17368, 6.04804], [0.38733, 24.11746, 4.34358], [2.89208, 22.00347, 4.87201], [2.68349, 21.35963, 1.38640], [-3.12907, 23.60465, -0.39772], [-5.56501, 26.68159, 2.33393], [2.81072, 23.89881, 6.59991], [-2.98932, 19.20826, 11.19299], [-3.28251, 15.66753, 8.62137], [3.03659, 17.75799, 2.32521], [-1.52164, 19.01561, 7.99694], [-2.60945, 17.81421, 9.60300], [0.72860, 19.71143, 12.30317], [0.19651, 25.13667, 2.28222], [1.07610, 24.93488, 7.92276], [0.86447, 18.01910, 5.59457], [-1.41760, 18.96837, 4.21590], [-3.46455, 25.18541, 6.13437], [-1.17738, 21.78937, 7.18971], [-3.66680, 19.59249, 11.83602], [1.85613, 23.73889, 10.59444], [-0.09071, 22.11978, 12.78260], [-3.52291, 24.27001, 7.96966], [1.89044, 22.09775, 3.17047], [0.27158, 20.52053, 11.55673], [3.50959, 21.72648, 7.97781], [-6.27366, 20.16995, 6.62324], [-2.14244, 24.34603, 1.18376], [3.53485, 22.91787, 7.94408], [-5.77184, 22.71651, 1.17573], [-4.63064, 24.18533, 3.71090], [-10.13980, 24.15201, 6.80921], [-1.53436, 21.29165, 8.27620], [-4.20419, 24.56681, 6.43499], [-9.09706, 23.55924, 5.23734], [3.77189, 21.39327, 3.50604], [-5.84650, 23.43804, 11.80584], [0.31577, 24.28796, 8.07608], [2.58656, 17.79251, 5.44271], [5.66753, 25.24181, 5.45615], [-6.48600, 21.82446, 3.48642], [-4.89269, 19.58438, 11.44839], [1.98962, 21.90683, 1.87550], [-1.33882, 21.23964, 2.02374], [1.89075, 21.75512, 9.04399], [-7.24812, 24.09577, 5.38247], [-6.94522, 28.18561, 5.53962], [-5.25092, 21.78259, 6.97463], [1.90932, 25.05094, 5.54331], [-0.16123, 25.84964, 3.33679], [2.29162, 24.30200, 9.03292], [-5.78154, 23.26899, 2.02117], [-6.70181, 21.45650, 5.64849], [6.39572, 17.70482, 4.25345], [-6.12289, 27.42121, 1.93163], [-0.58875, 23.45107, 9.89003], [-6.25748, 21.17348, 6.51021], [5.69351, 16.58981, 6.35325], [-2.25907, 22.93428, 10.49945], [0.35576, 23.95399, 9.31272], [2.96716, 21.88156, 3.87221], [-0.59796, 20.71899, 9.64051], [4.81032, 24.02264, 6.51557], [4.61575, 20.55339, 11.45674], [-0.09086, 21.74957, 11.84290], [-5.79523, 19.09558, 9.69571], [-1.33697, 20.72256, 2.89134], [3.86940, 21.72562, 10.31836], [1.22463, 18.76164, 8.25033], [-4.11419, 23.43196, 10.96201], [-4.27213, 26.75398, 2.58908], [0.86379, 22.49805, 3.76153], [2.90303, 23.13693, 12.23834], [4.41022, 20.84357, 7.55823], [-5.17727, 22.84152, 11.34067], [5.32929, 21.25628, 7.48687], [-1.52989, 26.15496, 6.80834], [-5.07812, 27.41955, 5.37918], [5.34151, 16.12708, 7.17913], [4.16404, 18.09136, 6.38407], [-4.22910, 18.49144, 9.88079]]
}

***

{
  "formula": "C32H58N8O9P3SW",
  "method": "ωB97M-V/def2-TZVPD",
  "multiplicity": 1,
  "total_charge": 3,
  "lumo_energy_ev": -10.1474,
  "species": ["H", "C", "C", "H", "H", "C", "N", "P", "H", "H", "H", "H", "H", "C", "H", "H", "H", "C", "H", "H", "O", "H", "H", "C", "N", "H", "H", "N", "H", "C", "C", "O", "C", "C", "H", "H", "C", "H", "C", "O", "C", "C", "H", "H", "C", "C", "O", "O", "O", "H", "S", "H", "H", "O", "N", "C", "C", "H", "C", "H", "H", "O", "H", "H", "N", "H", "C", "N", "P", "H", "H", "C", "H", "H", "O", "H", "H", "C", "C", "H", "C", "H", "H", "C", "H", "C", "C", "P", "H", "H", "H", "H", "H", "H", "C", "C", "H", "H", "C", "C", "H", "H", "H", "H", "W", "H", "N", "N", "H", "C", "H", "H"],
  "xyz": [[-0.52546, -0.83656, -5.15148], [1.34791, 3.46928, 1.47792], [-0.00300, -0.30674, 5.59677], [-2.63612, -0.02796, -0.51639], [-3.87914, -2.02107, 0.02761], [-1.53486, 0.67761, 3.84062], [1.67438, -1.99654, -0.45875], [3.41586, 2.32342, -3.13749], [1.49630, 4.99521, 2.95850], [-5.71706, 1.63327, 1.04531], [-0.78720, -3.94649, -5.56039], [-0.81940, -4.70853, -3.97863], [-2.23517, -4.49781, 2.34849], [-1.85145, -2.74978, 0.10054], [-1.93552, -1.10154, -4.08329], [2.29565, 5.13725, -2.46497], [-1.34772, -3.72043, 0.06217], [0.46494, -1.15891, 4.40298], [3.55222, 4.07022, 4.00053], [-2.18066, -2.26972, 3.52658], [1.87872, 3.80133, -4.88428], [-0.95024, 2.05739, -0.04744], [1.48182, 3.89584, -1.50498], [-1.50747, -2.07798, 1.46085], [5.23343, -2.31267, -1.96415], [5.33218, 3.28801, -2.87757], [-0.55313, -2.47506, 1.82588], [1.99941, -4.28490, -0.51653], [-3.78465, -4.98124, 0.64466], [-0.31470, -3.95376, -4.58531], [-2.57444, 3.03263, 0.99860], [1.34661, 1.68148, -0.04378], [4.26025, -1.46427, -1.56874], [-3.87068, -3.95766, 1.01219], [1.35936, -1.71947, 4.67523], [-3.68490, 0.73869, 2.23876], [3.10474, 3.57252, 3.15120], [0.57309, 4.81444, -2.72618], [0.76204, -0.26962, 3.19823], [-0.59717, 2.40017, -4.42255], [1.93930, 4.08970, 2.56189], [1.53009, -3.14048, -1.03865], [-2.15950, 4.01474, 0.76612], [4.67224, 0.35653, 1.35985], [-4.71565, 1.71233, 0.62476], [0.18921, -2.28434, -2.87784], [4.45569, 3.28149, -2.46422], [0.25611, 1.38956, -2.31956], [2.80245, 1.48411, -1.97491], [-3.43580, -1.70154, 2.44698], [3.01484, -1.12418, -2.74008], [-4.42377, 3.80708, 0.18621], [0.86078, -0.00199, 6.18815], [0.04762, -0.31203, 0.16101], [0.85052, -3.28443, -2.22305], [1.90791, 3.32260, -3.55100], [-4.10981, 3.08919, 0.94540], [5.34681, -2.52972, -2.93934], [1.53489, 4.35687, -2.49229], [1.23152, -0.83907, 2.39186], [-2.41353, 2.22354, -0.98243], [1.35696, 0.82969, -4.52191], [-1.46150, -2.15275, -0.72297], [-4.35314, -0.36974, 1.05755], [3.28928, -0.10100, -0.01328], [-0.21863, 1.45602, 2.32267], [-1.19848, -1.58150, -4.72913], [-0.44470, -2.61015, -3.99449], [-1.14056, -0.32843, 1.20886], [-2.17488, -0.19585, 3.97527], [0.73423, -4.21553, -4.73513], [-0.77213, 0.94399, 5.13798], [4.58430, 2.02874, 3.06105], [-0.29575, -1.89845, 4.14324], [3.87648, 1.60255, -4.34204], [1.48710, 0.48762, 3.50242], [-4.82096, 1.58344, -0.45683], [-3.35416, -2.97721, -0.05345], [-2.03269, 1.99586, 0.01619], [2.60827, -4.26768, 0.28493], [3.08574, 1.79073, 1.53048], [-2.18533, 1.52018, 3.61361], [2.14733, -2.07460, 0.43188], [-3.09325, -3.81812, 2.33334], [-0.08013, 1.77648, 4.97262], [-0.51638, 0.46964, 2.69164], [-3.84059, 0.58384, 1.17134], [0.70261, 1.97187, -3.68010], [-0.48043, 2.94725, -5.21689], [1.85297, -5.18063, -0.95081], [2.57815, 4.44822, -5.05119], [-0.63286, -0.91204, 6.24906], [-2.23900, 2.78490, 2.01128], [-3.72531, -4.10154, 3.17332], [-2.49364, 0.55781, 0.39942], [3.67640, 2.43763, 2.63117], [-4.93245, -3.77738, 1.18493], [0.85818, -4.19475, -2.65134], [-2.59245, -2.38735, 2.52657], [3.70243, 0.64637, 0.97105], [-4.49495, 3.45493, 1.89824], [0.44886, 3.86246, 1.01781], [-3.57072, -3.36286, -1.05100], [-1.74326, -2.06353, -5.53230], [1.49129, 0.14289, -1.16916], [6.03525, -2.42829, -1.36361], [0.13441, -1.07465, -2.33815], [4.28631, -1.01752, -0.36080], [-1.46605, 1.26617, 5.91240], [1.92727, 2.31269, 0.97306], [-0.50065, -0.46619, -2.83222], [2.32054, 0.99575, -4.76621]]
}

***

{
  "formula": "C17H28N3OS3Y",
  "method": "ωB97M-V/def2-TZVPD",
  "multiplicity": 1,
  "lumo_energy_ev": 0.0067,
  "species": ["H", "C", "S", "C", "C", "S", "C", "H", "H", "H", "H", "C", "O", "C", "H", "H", "H", "H", "H", "C", "H", "N", "H", "H", "H", "C", "C", "C", "C", "H", "H", "H", "Y", "H", "C", "C", "H", "C", "H", "H", "C", "H", "H", "N", "H", "C", "C", "H", "H", "H", "N", "H", "S"],
  "xyz": [[-2.61533, -4.22752, 1.03197], [-0.96112, -4.44256, -0.34822], [-2.51688, 0.15750, 0.06847], [1.23207, -5.57400, -0.77386], [4.93188, -2.05373, -0.50868], [-0.04399, 0.84458, 2.19855], [-1.63300, 0.22086, 2.69669], [4.42693, -4.50268, -0.70716], [2.37401, 0.94647, 1.36078], [-1.22586, -5.49428, -0.47418], [-4.53124, 0.13602, 2.83972], [-1.54415, -4.01024, 1.00356], [0.71438, -2.10556, 0.20893], [-2.61794, -0.08104, 1.83190], [-4.54520, -0.96832, 1.46888], [-1.52804, 1.03434, 4.67254], [0.32759, 4.51782, 0.56207], [-0.52807, 4.23637, -0.90346], [5.55355, -2.76184, 0.04795], [-1.61677, -3.70272, -1.51849], [2.99138, -1.20204, -0.45612], [2.36028, 1.27641, 0.40106], [3.97987, -2.56112, 2.08184], [-2.79759, -0.18435, 4.48327], [4.14418, -0.83394, 1.75976], [1.31791, -3.26210, -0.15997], [3.34627, -4.47106, -0.62187], [3.53257, -1.71974, 1.54793], [-1.78256, 0.08680, 4.19062], [-1.42044, -2.94598, 1.18573], [-1.06382, -4.55032, 1.82364], [-1.23377, -4.06284, -2.47555], [0.00124, -0.33254, -0.12127], [3.29581, 1.28642, 0.02112], [0.55778, -4.40787, -0.42197], [3.50815, -2.02337, 0.04250], [-2.70006, -3.83452, -1.50387], [2.61242, -5.61989, -0.87566], [0.65077, -6.46938, -0.97077], [-1.44498, -2.63398, -1.46400], [0.89182, 2.88579, -0.52933], [1.90045, 3.10206, 1.21905], [3.11182, -6.54073, -1.15293], [1.83370, 2.56702, 0.37174], [5.39528, -1.06850, -0.40914], [-3.95353, -0.62950, 2.31383], [2.71826, -3.28631, -0.25934], [2.53272, -1.56010, 1.95067], [4.95568, -2.33522, -1.56497], [-3.82190, -1.47274, 2.99396], [0.27620, 4.05246, -0.32971], [-1.09453, -0.66626, 4.58348], [0.51331, 1.93163, -1.87802]]
}

***

{
  "formula": "C5H6O",
  "method": "ωB97M-V/def2-TZVPD",
  "multiplicity": 1,
  "lumo_energy_ev": 1.1442,
  "species": ["H", "H", "C", "H", "C", "H", "H", "H", "C", "O", "C", "C"],
  "xyz": [[-0.57901, 0.77004, 1.96929], [0.66762, 1.92640, -0.31093], [-0.09651, -1.09239, 0.20283], [-1.97100, 1.15415, -0.52803], [1.09887, -0.36740, -0.43230], [1.37965, -0.63251, -1.45608], [-0.00981, -2.16151, 0.42303], [1.95549, -0.45664, 0.24435], [-0.41374, 0.30187, 0.99766], [-1.21381, -0.85305, -0.65865], [-1.14460, 0.50426, -0.27318], [0.32684, 0.90678, -0.17800]]
}